58
Properties=species:S:1:pos:R:3 method="wB97M-V/def2-TZVPD" homo_energy_ev=-16.50 de_lowest_kcal_mol=33.4 fmax_ha_per_bohr=0.158 homo_lumo_gap_ha=0.1552 charge=+3
C 0.445 1.611 2.093
C -0.338 2.129 1.019
C -1.712 2.052 1.403
H 0.042 2.632 0.132
C -1.781 1.444 2.703
C -0.451 1.187 3.131
H -0.158 0.872 4.130
H 1.533 1.693 2.173
H -2.543 2.529 0.865
H -2.685 1.375 3.303
Ta -0.928 0.015 1.285
C -0.573 -1.505 -0.482
H -1.671 -1.580 -0.392
H 0.006 -1.977 0.328
H -0.396 -2.171 -1.352
Si 0.267 0.096 -1.767
C 1.854 -0.565 -2.577
C 2.729 0.510 -2.809
H 2.315 1.516 -2.751
C 4.076 0.307 -3.102
H 4.733 1.164 -3.292
C 4.551 -1.000 -3.221
H 5.598 -1.161 -3.476
C 3.671 -2.081 -3.115
H 4.045 -3.087 -3.292
C 2.313 -1.870 -2.824
H 1.598 -2.694 -2.832
C -0.987 0.818 -2.965
C -0.410 1.661 -3.943
H 0.579 1.416 -4.350
C -1.103 2.817 -4.307
H -0.679 3.460 -5.078
C -2.319 3.127 -3.670
H -2.830 4.051 -3.939
C -2.926 2.238 -2.772
H -3.882 2.481 -2.305
C -2.300 1.016 -2.489
H -2.782 0.259 -1.863
H -2.488 0.347 0.584
H 0.699 1.473 -1.463
N -3.921 -0.651 2.461
C -3.000 -1.410 3.097
N -1.719 -1.461 2.676
C -0.865 -2.093 3.611
C -1.530 -2.469 4.762
S -3.226 -2.070 4.710
C 0.540 -2.004 3.313
C 1.653 -2.353 4.062
S 3.136 -1.855 3.308
C 2.185 -1.097 2.016
N 0.860 -1.246 2.170
N 2.796 -0.467 0.993
H -4.863 -0.642 2.823
H -3.804 -0.455 1.464
H -1.023 -2.913 5.613
H 1.553 -2.853 5.023
H 3.809 -0.476 0.997
H 2.304 -0.086 0.180